[1]
{
  "formula": "C2H5N4P",
  "method": "ωB97M-V with the def2-TZVPD basis set",
  "relative_energy_kcal_mol": 39.91,
  "fmax_ev_per_a": 4.57,
  "elements": ["C", "C", "N", "N", "N", "N", "P", "H", "H", "H", "H", "H"],
  "coordinates": [[-2.430, 0.999, -0.033], [2.186, -0.114, -0.169], [-2.703, -0.235, -0.011], [-2.446, -1.324, -0.238], [-0.154, -0.159, 0.305], [1.041, -0.786, 0.412], [-0.612, 1.320, 0.148], [-3.155, 1.861, 0.218], [2.898, -0.607, 0.459], [2.436, -0.144, -1.209], [1.994, 0.927, 0.164], [0.946, -1.737, -0.046]],
  "nbo_charge": [-0.5832, -0.4418, 0.0370, 0.0218, -0.6979, -0.3967, 0.8514, 0.2496, 0.2126, 0.1938, 0.1965, 0.3568]
}

[2]
{
  "formula": "C2H5N5O",
  "method": "ωB97M-V with the def2-TZVPD basis set",
  "relative_energy_kcal_mol": 62.10,
  "smiles": "[H]/N=N/C(=N/[H])C(/O)=N/N",
  "fmax_ev_per_a": 3.13,
  "elements": ["C", "C", "N", "O", "N", "N", "N", "N", "H", "H", "H", "H", "H"],
  "coordinates": [[0.038, -0.396, -0.298], [-0.178, 1.060, -0.490], [0.593, -2.130, 1.076], [-0.237, -1.222, -1.358], [0.460, -0.813, 0.824], [-0.085, 1.728, 0.681], [-0.973, 2.192, 1.384], [-0.242, 1.660, -1.617], [-0.644, -0.713, -2.072], [1.281, -2.309, 1.791], [0.612, -2.757, 0.278], [-0.565, 2.629, 2.228], [-0.059, 1.071, -2.427]],
  "nbo_charge": [0.3751, 0.3155, -0.6266, -0.6907, -0.2451, -0.1103, -0.2483, -0.6497, 0.4906, 0.3756, 0.3625, 0.3203, 0.3312]
}

[3]
{
  "formula": "C2H5N5S",
  "method": "ωB97M-V with the def2-TZVPD basis set",
  "relative_energy_kcal_mol": 28.62,
  "smiles": "[H]/N=c1\\nc(N)n(S)[nH]1",
  "fmax_ev_per_a": 5.44,
  "elements": ["C", "C", "H", "H", "H", "H", "H", "N", "N", "N", "N", "N", "S"],
  "coordinates": [[0.699, -0.070, -0.150], [-0.667, -0.895, 1.261], [2.838, 0.566, -0.285], [1.995, 1.060, -1.613], [-0.061, -1.436, 2.868], [-2.312, -0.008, 0.357], [-0.915, 1.997, -2.373], [1.835, 0.645, -0.728], [0.722, -0.758, 0.883], [-1.036, -1.283, 2.424], [-1.518, -0.609, 0.223], [-0.625, 0.291, -0.625], [-0.955, 0.500, -2.240]],
  "nbo_charge": [0.5955, 0.4928, 0.4140, 0.4094, 0.3519, 0.4007, 0.1258, -0.8614, -0.5348, -0.6751, -0.4396, -0.4894, 0.2102]
}

[4]
{
  "formula": "C2H5NO",
  "method": "ωB97M-V with the def2-TZVPD basis set",
  "relative_energy_kcal_mol": 130.35,
  "fmax_ev_per_a": 4.61,
  "elements": ["C", "C", "N", "O", "H", "H", "H", "H", "H"],
  "coordinates": [[0.521, 0.092, -0.031], [-0.443, -0.167, -1.076], [-0.021, 0.141, 1.235], [-1.262, -0.055, 1.347], [1.158, -0.741, -0.078], [1.281, 0.878, -0.269], [-0.145, -0.026, -2.183], [-1.515, -0.422, -1.130], [0.426, 0.299, 2.187]],
  "nbo_charge": [-0.3500, -0.3330, -0.1398, -0.3965, 0.2314, 0.2237, 0.1752, 0.2211, 0.3680]
}

[5]
{
  "formula": "C2H5NO",
  "method": "ωB97M-V with the def2-TZVPD basis set",
  "relative_energy_kcal_mol": 32.83,
  "smiles": "NCC=O",
  "fmax_ev_per_a": 2.85,
  "elements": ["C", "N", "C", "O", "H", "H", "H", "H", "H"],
  "coordinates": [[0.444, -0.172, 0.057], [-0.654, -1.134, 0.039], [-0.038, 1.251, 0.102], [0.770, 2.143, 0.378], [-0.283, -2.069, -0.130], [-1.278, -0.958, -0.748], [-1.124, 1.436, 0.091], [1.109, -0.306, -0.799], [1.053, -0.192, 1.009]],
  "nbo_charge": [-0.3362, -0.8326, 0.4224, -0.5209, 0.3634, 0.3537, 0.1224, 0.1994, 0.2283]
}

[6]
{
  "formula": "C2H5NO",
  "method": "ωB97M-V with the def2-TZVPD basis set",
  "relative_energy_kcal_mol": 38.73,
  "smiles": "CN=C=O.[H][H]",
  "fmax_ev_per_a": 0.71,
  "elements": ["C", "C", "O", "N", "H", "H", "H", "H", "H"],
  "coordinates": [[0.747, -1.089, 0.590], [-1.133, -0.041, -0.462], [-2.216, 0.033, -0.907], [-0.006, -0.019, -0.025], [0.204, -1.488, 1.451], [1.710, -0.703, 0.924], [0.918, -1.893, -0.132], [-0.293, 2.800, -0.975], [0.069, 2.400, -0.464]],
  "nbo_charge": [-0.4049, 0.8714, -0.5102, -0.5648, 0.2006, 0.2107, 0.2018, -0.0115, 0.0070]
}

[7]
{
  "formula": "C2H5NO",
  "method": "ωB97M-V with the def2-TZVPD basis set",
  "relative_energy_kcal_mol": 14.19,
  "spin_multiplicity": 3,
  "s2": 2.01,
  "fmax_ev_per_a": 4.53,
  "elements": ["C", "C", "N", "O", "H", "H", "H", "H", "H"],
  "coordinates": [[-1.918, 0.458, 0.097], [0.599, -0.599, -0.185], [-0.116, 0.620, -0.427], [-2.365, -0.612, 0.261], [-2.345, 1.448, 0.116], [-0.039, -1.442, -0.450], [1.467, -0.607, -0.850], [0.946, -0.724, 0.847], [0.202, 1.390, 0.150]],
  "lowdin_spin": [0.5688, 0.0742, 0.6838, 0.5175, 0.0835, 0.0014, 0.0337, 0.0160, 0.0210]
}

[8]
{
  "formula": "C2H5NO2",
  "method": "ωB97M-V with the def2-TZVPD basis set",
  "relative_energy_kcal_mol": 37.40,
  "spin_multiplicity": 2,
  "s2": 0.75,
  "fmax_ev_per_a": 1.71,
  "charge": -1,
  "elements": ["O", "C", "H", "H", "C", "N", "O", "H", "H", "H"],
  "coordinates": [[-2.076, 2.054, 1.064], [-1.030, 2.399, 0.486], [-0.896, 2.479, -0.611], [-0.127, 2.670, 1.056], [0.107, -1.799, -0.085], [1.323, -1.428, -0.580], [-0.277, -1.583, 1.039], [-0.465, -2.273, -0.847], [1.486, -1.569, -1.561], [1.955, -0.949, 0.038]],
  "lowdin_spin": [0.2565, 0.3115, 0.0838, 0.0684, 0.0947, 0.0759, 0.0175, 0.0103, 0.0432, 0.0382]
}

[9]
{
  "formula": "C2H5NO2",
  "method": "ωB97M-V with the def2-TZVPD basis set",
  "relative_energy_kcal_mol": 20.78,
  "smiles": "O=CNCO",
  "fmax_ev_per_a": 2.42,
  "elements": ["O", "C", "N", "C", "O", "H", "H", "H", "H", "H"],
  "coordinates": [[-1.575, 0.780, -1.205], [-0.386, 0.979, -1.136], [0.504, 0.038, -0.668], [0.009, -0.810, 0.441], [0.624, -0.395, 1.658], [0.100, 1.891, -1.514], [1.453, 0.347, -0.513], [-1.072, -0.807, 0.480], [0.442, -1.784, 0.189], [-0.100, -0.241, 2.267]],
  "nbo_charge": [-0.5942, 0.5317, -0.6381, 0.0741, -0.7214, 0.1108, 0.3917, 0.2035, 0.1654, 0.4766]
}

[10]
{
  "formula": "C2H5NO2",
  "method": "ωB97M-V with the def2-TZVPD basis set",
  "relative_energy_kcal_mol": 149.90,
  "fmax_ev_per_a": 4.26,
  "elements": ["C", "C", "N", "O", "O", "H", "H", "H", "H", "H"],
  "coordinates": [[-1.083, 0.008, -1.081], [0.711, -0.441, 1.099], [-0.032, -0.832, -1.038], [0.164, 0.461, -1.506], [0.615, 0.900, 1.244], [-1.772, 0.038, -1.969], [-1.513, 0.271, -0.163], [1.673, -0.816, 0.776], [-0.160, -0.869, 1.727], [1.398, 1.278, 0.912]],
  "nbo_charge": [0.0108, 0.0222, -0.1736, -0.3859, -0.6576, 0.1549, 0.1551, 0.1935, 0.1959, 0.4847]
}

[11]
{
  "formula": "C2H5NO2",
  "method": "ωB97M-V with the def2-TZVPD basis set",
  "relative_energy_kcal_mol": 42.28,
  "smiles": "CC(=O)NO",
  "fmax_ev_per_a": 1.07,
  "elements": ["C", "C", "H", "H", "H", "H", "H", "N", "O", "O"],
  "coordinates": [[0.843, 0.082, 1.084], [-0.173, -0.377, 0.090], [1.649, -0.646, 1.132], [0.407, 0.136, 2.104], [1.277, 1.053, 0.822], [0.116, 1.290, -1.137], [-1.466, -0.824, -1.610], [-0.542, 0.591, -0.787], [-0.721, -1.458, 0.108], [-1.390, 0.154, -1.805]],
  "nbo_charge": [-0.7056, 0.6281, 0.2409, 0.2484, 0.2134, 0.3868, 0.4897, -0.3221, -0.6240, -0.5557]
}

[12]
{
  "formula": "C2H5NO2",
  "method": "ωB97M-V with the def2-TZVPD basis set",
  "relative_energy_kcal_mol": 25.53,
  "smiles": "NCC(=O)O",
  "fmax_ev_per_a": 3.33,
  "elements": ["O", "C", "O", "C", "N", "H", "H", "H", "H", "H"],
  "coordinates": [[-0.420, -0.814, 1.504], [-0.373, -0.329, 0.390], [-0.620, -1.095, -0.749], [0.086, 1.058, -0.001], [1.295, 1.137, -0.837], [-1.414, -1.482, -0.331], [-0.729, 1.544, -0.545], [0.225, 1.611, 0.974], [1.971, 0.320, -0.784], [0.921, 0.952, -1.831]],
  "nbo_charge": [-0.5559, 0.7535, -0.7045, -0.3344, -0.8065, 0.4922, 0.2190, 0.2107, 0.3687, 0.3570]
}

[13]
{
  "formula": "C2H5NO2",
  "method": "ωB97M-V with the def2-TZVPD basis set",
  "relative_energy_kcal_mol": 142.94,
  "fmax_ev_per_a": 3.68,
  "elements": ["C", "C", "N", "O", "O", "H", "H", "H", "H", "H"],
  "coordinates": [[0.260, -1.101, 0.150], [0.200, 0.377, 0.504], [-1.580, -0.228, -0.521], [-1.178, 0.709, 0.467], [1.050, 1.070, -0.373], [0.752, -1.446, -0.738], [-0.067, -1.812, 0.947], [0.596, 0.395, 1.502], [-0.988, -0.061, -1.449], [0.955, 2.098, -0.490]],
  "nbo_charge": [-0.2583, 0.3057, -0.2642, -0.4052, -0.7533, 0.2081, 0.2148, 0.1456, 0.3021, 0.5047]
}

[14]
{
  "formula": "C2H5NO2",
  "method": "ωB97M-V with the def2-TZVPD basis set",
  "relative_energy_kcal_mol": 10.74,
  "smiles": "NCC(=O)O",
  "fmax_ev_per_a": 2.19,
  "elements": ["O", "C", "O", "C", "N", "H", "H", "H", "H", "H"],
  "coordinates": [[-0.875, 1.194, -1.619], [-0.510, 0.332, -0.892], [-0.105, -0.896, -1.359], [-0.285, 0.356, 0.581], [1.042, -0.144, 0.953], [-0.211, -0.852, -2.324], [-1.111, -0.108, 1.143], [-0.230, 1.417, 0.869], [1.129, -0.186, 1.956], [1.157, -1.112, 0.692]],
  "nbo_charge": [-0.5628, 0.7891, -0.7045, -0.3409, -0.8129, 0.4936, 0.2020, 0.2193, 0.3562, 0.3609]
}

[15]
{
  "formula": "C2H5NO2",
  "method": "ωB97M-V with the def2-TZVPD basis set",
  "relative_energy_kcal_mol": 66.03,
  "smiles": "NC=O.C=O",
  "fmax_ev_per_a": 7.92,
  "elements": ["O", "C", "H", "H", "C", "N", "O", "H", "H", "H"],
  "coordinates": [[3.286, 1.791, 2.205], [2.195, 1.566, 2.604], [1.444, 0.959, 1.896], [1.779, 1.712, 3.707], [-2.019, -0.743, -1.646], [-0.920, -1.271, -2.112], [-2.218, 0.553, -1.579], [-2.625, -1.416, -0.826], [-0.822, -2.354, -2.158], [-0.101, -0.798, -2.091]],
  "nbo_charge": [-0.4902, 0.2861, 0.0925, 0.1116, 0.4913, -0.7977, -0.6216, 0.1278, 0.3966, 0.4035]
}

[16]
{
  "formula": "C2H5NO2",
  "method": "ωB97M-V with the def2-TZVPD basis set",
  "relative_energy_kcal_mol": 28.20,
  "smiles": "O=CO.C=N",
  "fmax_ev_per_a": 0.92,
  "elements": ["C", "O", "O", "H", "H", "C", "N", "H", "H", "H"],
  "coordinates": [[-1.008, -1.343, 1.399], [0.146, -0.720, 1.537], [-1.393, -2.221, 2.106], [0.292, -0.020, 0.845], [-1.614, -0.972, 0.538], [0.887, 0.813, -1.552], [0.369, 1.104, -0.450], [0.064, 2.069, -0.335], [1.034, 1.496, -2.389], [1.222, -0.206, -1.700]],
  "nbo_charge": [0.6466, -0.7095, -0.5799, 0.5045, 0.0716, 0.0112, -0.6423, 0.3620, 0.1630, 0.1727]
}

[17]
{
  "formula": "C2H5NO2",
  "method": "ωB97M-V with the def2-TZVPD basis set",
  "relative_energy_kcal_mol": 10.84,
  "smiles": "NC(=O)CO",
  "fmax_ev_per_a": 0.38,
  "elements": ["N", "C", "O", "C", "O", "H", "H", "H", "H", "H"],
  "coordinates": [[-1.222, 0.799, 0.017], [-0.339, 0.083, 0.766], [-0.452, -0.126, 1.958], [0.923, -0.277, -0.013], [0.687, -0.700, -1.340], [-1.884, 1.398, 0.479], [-1.179, 0.776, -0.988], [1.452, 0.674, -0.114], [1.534, -0.984, 0.562], [0.480, -1.643, -1.328]],
  "nbo_charge": [-0.8384, 0.6374, -0.5969, -0.1620, -0.7169, 0.4040, 0.4086, 0.1985, 0.1917, 0.4742]
}

[18]
{
  "formula": "C2H5NO2",
  "method": "ωB97M-V with the def2-TZVPD basis set",
  "relative_energy_kcal_mol": 56.75,
  "smiles": "CN(O)C=O",
  "fmax_ev_per_a": 3.17,
  "elements": ["C", "C", "H", "H", "H", "H", "H", "N", "O", "O"],
  "coordinates": [[1.223, -0.351, -0.022], [-1.291, -0.439, -0.053], [1.734, 0.123, 0.825], [1.823, -0.047, -0.871], [1.208, -1.472, 0.202], [-0.978, 1.820, 0.247], [-1.249, -1.553, -0.133], [-0.113, 0.167, -0.102], [-0.024, 1.592, -0.073], [-2.333, 0.160, -0.019]],
  "nbo_charge": [-0.4226, 0.4851, 0.2112, 0.2109, 0.2196, 0.4981, 0.1295, -0.1471, -0.5503, -0.6345]
}

[19]
{
  "formula": "C2H5NO2",
  "method": "ωB97M-V with the def2-TZVPD basis set",
  "relative_energy_kcal_mol": 127.40,
  "fmax_ev_per_a": 6.82,
  "elements": ["C", "C", "H", "H", "H", "H", "H", "N", "O", "O"],
  "coordinates": [[0.215, 0.770, 1.004], [0.110, -0.455, 0.184], [-0.529, 1.687, -0.426], [1.298, 0.647, 1.558], [-0.458, 0.955, 1.823], [0.491, -1.305, 0.678], [-0.945, -1.719, -2.480], [-0.398, -0.684, -0.973], [0.180, 2.017, 0.286], [0.034, -1.913, -1.654]],
  "nbo_charge": [-0.1249, 0.0127, 0.4733, 0.1895, 0.2074, 0.1730, 0.4896, -0.1824, -0.6957, -0.5426]
}

[20]
{
  "formula": "C2H5NO2S",
  "method": "ωB97M-V with the def2-TZVPD basis set",
  "relative_energy_kcal_mol": 65.22,
  "fmax_ev_per_a": 4.18,
  "elements": ["C", "C", "N", "O", "O", "S", "H", "H", "H", "H", "H"],
  "coordinates": [[-1.168, 0.507, 0.116], [-0.233, -1.160, -0.147], [0.006, 1.290, -0.032], [1.953, -0.101, 0.920], [1.894, 0.081, -1.545], [1.185, 0.012, -0.292], [-1.906, 0.720, -0.711], [-1.620, 0.485, 1.106], [-0.251, -1.717, 0.756], [-0.300, -1.808, -0.994], [0.441, 1.690, 0.821]],
  "nbo_charge": [-0.1766, -0.6495, -0.8388, -0.9428, -0.8834, 2.2139, 0.2097, 0.2046, 0.2331, 0.2309, 0.3989]
}